{"formula": "C40H25Cl2F9N9O2PTa", "method": "ωB97M-V with the def2-TZVPD basis set", "symbols": ["Ta", "Cl", "Cl", "P", "F", "F", "F", "F", "F", "F", "F", "F", "F", "O", "O", "N", "N", "N", "N", "N", "N", "N", "N", "N", "C", "C", "C", "C", "C", "C", "C", "C", "C", "C", "C", "C", "C", "C", "C", "C", "C", "C", "C", "C", "C", "C", "C", "C", "C", "C", "C", "C", "C", "C", "C", "C", "C", "C", "C", "C", "C", "C", "C", "C", "H", "H", "H", "H", "H", "H", "H", "H", "H", "H", "H", "H", "H", "H", "H", "H", "H", "H", "H", "H", "H", "H", "H", "H", "H"], "coordinates": [[0.82224, 0.93405, -0.93071], [-1.69684, 7.35381, 0.03929], [-3.21323, 6.34614, -2.56593], [-0.47549, -0.75722, 0.65329], [0.99976, 1.92636, 6.52402], [1.16231, -0.14130, 7.14707], [-7.01119, -1.48779, -0.33289], [-7.03200, 0.57516, 0.32571], [-7.00387, -1.02841, 1.77895], [1.31926, -6.32596, -2.44229], [2.99467, -6.20680, -1.07682], [-0.77261, 0.82285, 7.09115], [1.15379, -7.15969, -0.45310], [-2.58951, 1.52435, -3.21061], [1.10097, 3.84369, 2.02715], [3.54241, 1.79673, -3.74588], [2.69798, 0.74556, -2.16741], [3.70860, 2.69547, -4.73664], [0.52633, 2.65229, 0.10020], [2.53405, 1.82218, -2.95258], [-0.72349, 1.85784, -1.84136], [0.17722, -0.47565, -2.53885], [2.36802, 0.89854, 0.67138], [4.38588, 0.79333, -3.56983], [-1.95294, 4.03831, -2.17030], [-0.15346, -4.44654, -0.99396], [-0.64908, -3.22284, -0.57804], [-2.98364, -1.83091, 0.97790], [-5.03013, -0.64277, 0.57342], [-2.93708, 0.42720, 0.11176], [3.30537, -0.05913, 0.80674], [-0.81322, -2.10960, -4.52659], [1.13768, -4.82600, -0.65474], [4.08888, 0.94534, 2.82265], [0.40548, 0.72424, 6.47815], [2.30896, 1.88205, 1.57783], [-6.54763, -0.63784, 0.58956], [0.31231, -1.34627, 3.28868], [-0.58813, 4.93265, 0.09883], [-1.48841, -0.94239, -4.18130], [-0.12506, -0.38925, 2.37808], [0.36043, -2.44020, -3.86408], [0.22267, 0.30351, 5.03407], [-2.14316, 5.33057, -1.70375], [3.82621, 0.14214, -2.56179], [1.27540, 2.91756, 1.30192], [-0.40330, 3.64538, -0.37741], [4.17631, -0.06826, 1.87082], [1.92755, -4.00563, 0.13730], [-1.54194, 1.14699, -2.79439], [-1.47176, 5.77228, -0.56562], [-0.26493, 1.24896, 4.13699], [-2.26313, -0.72477, 0.50633], [3.14164, 1.94827, 2.66702], [0.49120, -0.99074, 4.62322], [1.66513, -6.15689, -1.15884], [-4.36383, -1.78636, 1.00315], [0.82203, -1.61112, -2.86356], [-4.32645, 0.46475, 0.13988], [-0.94796, -0.15517, -3.19790], [0.13978, -2.38117, 0.20842], [-1.09192, 3.20042, -1.48450], [1.42757, -2.78578, 0.57383], [-0.43843, 0.90228, 2.81184], [4.63579, 2.66318, -5.13732], [4.24560, -0.75554, -2.13662], [1.72562, -1.84981, -2.31551], [3.24193, 3.57376, -4.56647], [-0.06774, 5.31467, 0.96014], [2.91982, -4.32833, 0.42482], [-2.47787, -2.71766, 1.34110], [-2.39919, -0.62408, -4.67152], [4.91724, -0.85323, 1.94611], [4.76266, 0.96006, 3.67020], [0.49421, -2.36977, 2.98760], [-0.85662, 1.63237, 2.12622], [-1.19718, -2.75172, -5.30985], [-1.65153, -2.93044, -0.86380], [0.91616, -3.33675, -4.10775], [-0.50939, 2.24691, 4.47881], [-4.85681, 1.35617, -0.16624], [3.03873, 2.77349, 3.35999], [-0.76949, -5.10568, -1.59405], [-2.40059, 1.31666, -0.18412], [0.83636, -1.72601, 5.33854], [-2.48483, 3.72533, -3.05314], [3.34876, -0.82331, 0.04201], [-4.92757, -2.63620, 1.36773], [2.03169, -2.17296, 1.22819]], "atomic_forces_ev_per_a": [[-0.22, -0.14, 0.04], [-0.02, -0.02, -0.04], [0.03, 0.04, 0.07], [-0.12, 0.64, 0.01], [0.05, 0.04, 0.02], [0.08, -0.08, 0.05], [-0.02, -0.03, -0.05], [-0.02, 0.03, -0.02], [-0.01, -0.02, 0.07], [-0.01, 0.01, -0.08], [0.09, 0.00, 0.01], [-0.04, 0.01, 0.00], [-0.02, -0.05, 0.03], [-0.16, 0.06, -0.03], [-0.02, 0.08, 0.14], [0.41, 0.24, -0.28], [-0.18, 0.32, 0.07], [-0.26, -0.45, 0.00], [0.32, -0.04, -0.08], [-0.13, -0.07, 0.08], [0.13, -0.14, -0.19], [0.09, 0.00, 0.17], [-0.08, -0.07, -0.23], [-0.32, 0.01, 0.22], [-0.07, -0.12, -0.07], [-0.06, -0.02, -0.07], [0.02, -0.04, -0.07], [-0.05, 0.04, 0.06], [-0.03, -0.03, 0.02], [-0.09, -0.02, 0.04], [-0.05, 0.21, -0.02], [-0.10, -0.02, -0.08], [0.03, 0.01, -0.05], [0.06, -0.02, 0.06], [-0.02, 0.00, -0.04], [-0.09, -0.09, -0.17], [0.06, 0.01, -0.01], [0.05, 0.05, 0.08], [0.09, 0.01, 0.09], [-0.06, -0.11, -0.18], [0.06, -0.03, 0.12], [0.07, -0.10, 0.03], [-0.07, 0.02, -0.02], [-0.15, 0.04, -0.18], [0.15, 0.02, -0.15], [-0.26, 0.00, -0.43], [0.55, -0.15, 0.72], [0.08, -0.02, 0.08], [0.02, 0.05, 0.04], [0.27, 0.28, 0.31], [0.02, 0.16, 0.12], [-0.01, -0.01, -0.05], [-0.16, -0.07, -0.04], [0.09, 0.01, 0.15], [0.04, -0.04, -0.03], [-0.05, 0.04, 0.08], [-0.01, -0.05, 0.03], [-0.06, 0.14, -0.07], [0.08, 0.05, -0.03], [0.21, 0.04, 0.21], [0.01, -0.23, -0.02], [-0.20, -0.63, -0.60], [-0.02, -0.09, -0.06], [-0.10, 0.01, 0.10], [0.07, 0.16, 0.06], [0.00, 0.03, -0.04], [-0.04, -0.04, 0.03], [0.15, 0.12, -0.01], [-0.03, -0.03, -0.03], [-0.01, 0.01, 0.00], [-0.02, 0.03, 0.00], [0.00, -0.03, 0.00], [0.00, 0.04, 0.05], [0.01, -0.01, -0.02], [0.01, 0.03, 0.01], [-0.01, -0.04, 0.02], [0.01, 0.03, 0.01], [0.05, -0.02, -0.02], [-0.05, 0.02, -0.02], [0.01, -0.01, -0.01], [0.03, 0.00, 0.00], [0.02, -0.03, 0.01], [0.01, 0.01, 0.02], [0.03, 0.03, -0.03], [-0.02, 0.01, -0.01], [0.01, 0.00, 0.04], [-0.01, 0.00, 0.01], [0.01, 0.02, -0.01], [-0.04, -0.03, 0.04]], "e_tot_ha": -4399.34889, "total_charge": 3, "relative_energy_kcal_mol": 1.13, "multiplicity": 1}

=====

{"formula": "C3H2I2O", "method": "ωB97M-V with the def2-TZVPD basis set", "symbols": ["I", "I", "O", "C", "C", "C", "H", "H"], "coordinates": [[-4.69973, -1.58281, 0.05920], [3.30885, -0.29013, 0.10700], [0.64755, -2.33592, 0.87257], [1.76132, 2.42689, -0.13650], [2.30454, 1.40878, 0.09949], [0.67644, -1.25750, 0.52837], [-5.25433, -1.79836, -1.44142], [1.25535, 3.42907, -0.08871]], "atomic_forces_ev_per_a": [[-0.06, -0.03, -0.19], [1.14, 0.10, -0.03], [0.01, 0.45, -0.15], [-2.19, 4.21, 0.31], [1.23, -2.12, -0.08], [-1.05, -0.84, 0.32], [0.07, 0.03, 0.19], [0.85, -1.81, -0.37]], "e_tot_ha": -786.02240, "relative_energy_kcal_mol": 44.82, "multiplicity": 1}

=====

{"formula": "C2H4INO2", "method": "ωB97M-V with the def2-TZVPD basis set", "symbols": ["I", "O", "O", "N", "C", "C", "H", "H", "H", "H"], "coordinates": [[-0.57619, 0.42705, 3.52482], [-0.03707, -0.60562, -0.46962], [-0.07422, 1.37326, 0.62927], [-0.34169, -0.56625, 1.78109], [-0.11046, 0.20974, 0.67041], [0.24194, 0.09264, -1.63396], [-0.35678, 1.03303, -1.97403], [1.42911, 0.18173, -1.69331], [-0.05901, -0.54228, -2.50070], [-0.11563, -1.60330, 1.66603]], "atomic_forces_ev_per_a": [[0.14, -0.51, -0.15], [-0.81, 0.55, 1.93], [0.25, 3.15, -0.02], [0.64, -1.66, -0.82], [-0.60, -3.56, -0.76], [1.84, 0.67, -3.40], [1.23, -1.11, 1.82], [-2.59, 0.51, -0.14], [0.47, -0.21, 0.84], [-0.58, 2.18, 0.70]], "e_tot_ha": -581.50308, "relative_energy_kcal_mol": 18.07, "multiplicity": 1}